i.
A 2-piece molecular cluster, C3H10N2S overall. Source: the Open Molecules 2025 dataset; level of theory: ωB97M-V/def2-TZVPD.

Values from the calculation:
LUMO (spin up / spin down) in hartree: -0.0461 / -0.0461
HOMO (spin up / spin down) in eV: -7.66 / -7.66

XYZ file:
```
16
C3H10N2S | the Open Molecules 2025 dataset | ωB97M-V/def2-TZVPD
C 0.9577 -0.5705 -1.6607
C -2.0719 0.0567 0.0124
C 0.2606 0.2135 -0.5987
N 1.2563 0.4844 2.2487
N -0.7729 -0.6080 -0.0603
S -0.0642 -0.3859 2.6674
H 1.4634 -1.5770 -1.2562
H 0.2191 -1.0073 -2.4199
H 1.7811 -0.1149 -2.2036
H -2.6349 -0.7151 -0.5143
H -2.3568 0.2214 1.0216
H -2.2463 1.0542 -0.3784
H 1.0095 0.4620 0.2173
H -0.0363 1.2373 -1.0300
H 1.1318 1.2907 1.6765
H 2.1036 -0.0415 2.2782
```

Here are the Löwdin charges for atoms 1 to 2, given in e: number 1, C, carries -0.1407; number 2, C, carries -0.1895

***

ii.
A 2-piece molecular cluster, C3H10N2S overall. Source: the Open Molecules 2025 dataset; level of theory: ωB97M-V/def2-TZVPD.

Values from the calculation:
LUMO in hartree: 0.0362
HOMO in eV: -8.06
Structure (SMILES): [H]/N=C/N.CSC

XYZ file:
```
16
C3H10N2S | the Open Molecules 2025 dataset | ωB97M-V/def2-TZVPD
C -1.6732 0.8320 1.1283
S -1.4949 1.7729 -0.4123
C -1.9538 0.4853 -1.5602
H -2.6738 0.4611 1.2991
H -1.4359 1.5373 1.9283
H -0.8804 0.0655 1.0399
H -3.0559 0.5024 -1.6129
H -1.6422 0.7630 -2.5756
H -1.6307 -0.5078 -1.2159
N 2.6942 -2.4165 -0.3628
C 2.6177 -1.6371 0.8166
N 1.7177 -0.7381 0.8842
H 3.4487 -2.9366 -0.7685
H 2.1661 -1.7552 -0.9383
H 3.1098 -2.2027 1.6310
H 1.9144 -0.3327 1.8013
```

Here are the Löwdin charges for atoms 1 to 2, given in e: number 1, C, carries -0.4316; number 2, S, carries 0.6971

***

iii.
A 2-piece molecular cluster, C3H10N2S overall. Source: the Open Molecules 2025 dataset; level of theory: ωB97M-V/def2-TZVPD.

Values from the calculation:
LUMO in hartree: -0.0933
HOMO in eV: -8.65

XYZ file:
```
16
C3H10N2S | the Open Molecules 2025 dataset | ωB97M-V/def2-TZVPD
N -1.2128 1.5961 0.4261
C -0.5505 0.5331 0.7582
C 1.0924 0.7634 0.2311
S 1.8350 -0.7258 -0.1071
C -1.1389 -0.7156 0.0724
N -2.6019 -0.6819 -0.0872
H 2.5806 0.0651 -4.8022
H 2.6351 0.7323 -4.4668
H -1.0938 2.3115 1.1353
H -0.4910 0.4351 1.8346
H 1.0206 1.3939 -0.6515
H 1.6058 1.2953 1.0237
H -0.8344 -1.5960 0.6575
H -0.6466 -0.8014 -0.8921
H -2.8792 -1.2055 -0.8947
H -2.8683 0.2803 -0.2036
```

Here are the Löwdin charges for atoms 1 to 2, given in e: number 1, N, carries 0.1500; number 2, C, carries -0.4771

***

Result of the stability comparison: iii is the least stable of them.

***

i.
One molecule with the formula C6H6N2. Source: the Open Molecules 2025 dataset; level of theory: ωB97M-V/def2-TZVPD.

Values from the calculation:
LUMO in hartree: -0.0082
HOMO in eV: -9.46
Structure (SMILES): C=Cc1ccnnc1

XYZ file:
```
14
C6H6N2 | the Open Molecules 2025 dataset | ωB97M-V/def2-TZVPD
C 1.4865 -1.3244 1.4048
C 1.3641 -0.7636 0.1956
C 0.1907 0.0308 -0.2388
C -1.0507 0.1240 0.4176
C -2.0014 0.9448 -0.1461
C 0.2827 0.7035 -1.4547
H 0.6770 -1.2903 2.1732
H 2.4394 -1.7526 1.7607
H 2.1815 -0.7939 -0.5153
H -1.2056 -0.4582 1.3010
H -2.9489 0.9944 0.3536
H 1.1485 0.5069 -2.0855
N -1.8767 1.5830 -1.2577
N -0.6869 1.4954 -1.9083
```

Here are the Löwdin charges for atoms 1 to 2, given in e: number 1, C, carries 0.0241; number 2, C, carries -0.1307

***

ii.
One molecule with the formula C6H6N2. Source: the Open Molecules 2025 dataset; level of theory: ωB97M-V/def2-TZVPD.

Values from the calculation:
LUMO in hartree: 0.0175
HOMO in eV: -7.92
Structure (SMILES): C1=C[C@@H]2NC=NC2=C1

XYZ file:
```
14
C6H6N2 | the Open Molecules 2025 dataset | ωB97M-V/def2-TZVPD
C 1.2983 1.4479 0.4620
C 0.5032 -0.2800 -0.4700
C 0.0050 -1.2619 -1.2643
C -1.3619 -1.4790 -0.6998
C -1.6392 -0.6233 0.2550
C -0.3779 0.0432 0.6913
H -0.2559 1.9962 1.7429
H 1.7204 2.4262 0.6986
H 0.5987 -1.7916 -1.9805
H -2.1043 -2.1687 -1.0859
H -2.4876 -0.6247 0.9705
H 0.0079 -0.7022 1.5477
N 0.0410 1.4439 0.9887
N 1.6670 0.5250 -0.3799
```

Here are the Löwdin charges for atoms 1 to 2, given in e: number 1, C, carries -0.2214; number 2, C, carries -0.2864

***

Result of the stability comparison: ii is the least stable of them.

***

i.
A 2-piece molecular cluster, C3H9NS overall. Source: the Open Molecules 2025 dataset; level of theory: ωB97M-V/def2-TZVPD.

Values from the calculation:
LUMO in hartree: 0.0276
HOMO in eV: -8.18
Structure (SMILES): C=CN.CS

XYZ file:
```
14
C3H9NS | the Open Molecules 2025 dataset | ωB97M-V/def2-TZVPD
C -0.1351 -1.1748 -1.1754
C 1.1500 -0.7886 -1.1271
N -1.0096 -1.4259 -0.0948
H -0.5733 -1.3777 -2.1453
H 1.7009 -0.8812 -2.0458
H 1.5538 -0.2813 -0.2610
H -0.5677 -1.8119 0.7307
H -1.0698 -0.0656 0.7152
H -1.7612 -2.0411 -0.3741
C 0.2769 2.0506 1.1151
S -1.1932 1.0812 1.6442
H 0.0826 3.1074 1.2990
H 1.1240 1.6567 1.6792
H 0.4215 1.9522 0.0398
```

Here are the Löwdin charges for atoms 1 to 2, given in e: number 1, C, carries -0.2601; number 2, C, carries -0.0027

***

ii.
A 2-piece molecular cluster, C3H9NS overall. Source: the Open Molecules 2025 dataset; level of theory: ωB97M-V/def2-TZVPD.

Values from the calculation:
LUMO in hartree: 0.0348
HOMO in eV: -9.09
Structure (SMILES): C=N.CCS

XYZ file:
```
14
C3H9NS | the Open Molecules 2025 dataset | ωB97M-V/def2-TZVPD
C 4.5331 0.6513 -1.7873
N 4.2903 1.6575 -1.0676
H 5.2655 -0.1338 -1.5400
H 4.4746 0.7915 -2.9327
H -2.9157 0.4907 2.0092
H 4.7231 1.6210 -0.0982
C -0.5323 -0.6100 0.2280
C -1.9079 -0.2886 -0.1353
S -3.1103 -0.6568 1.3252
H -0.5353 -1.6620 0.3114
H 0.0611 -0.0209 0.9808
H -0.0017 -0.3736 -0.7050
H -1.9379 -0.9921 -0.9691
H -1.9584 0.6697 -0.6194
```

Here are the Löwdin charges for atoms 1 to 2, given in e: number 1, C, carries -0.1850; number 2, N, carries -0.0112

***

iii.
A 2-piece molecular cluster, C3H9NS overall. Source: the Open Molecules 2025 dataset; level of theory: ωB97M-V/def2-TZVPD.

Values from the calculation:
LUMO in hartree: -0.1211
HOMO in eV: -9.02

XYZ file:
```
14
C3H9NS | the Open Molecules 2025 dataset | ωB97M-V/def2-TZVPD
C 0.3117 1.3021 2.1817
N 0.5668 0.2480 1.1508
C -0.3736 -0.8775 0.9382
C 0.0517 -1.8193 -0.1615
S -0.2080 0.5558 -2.1293
H -0.6871 1.7394 2.0918
H 0.5298 1.0989 3.2673
H 1.0233 2.0759 1.8436
H 0.4943 0.7707 0.2683
H -1.4212 -0.5361 0.6739
H -0.4778 -1.4479 1.9061
H 0.9223 -2.0372 -0.5968
H -0.3614 -1.2557 -1.0279
H -0.6000 -2.6676 -0.1635
```

Here are the Löwdin charges for atoms 1 to 2, given in e: number 1, C, carries -0.1285; number 2, N, carries -0.1503

***

Result of the stability comparison: iii is the least stable of them.

***

i.
C3H9NS as an isolated structure. Source: the Open Molecules 2025 dataset; level of theory: ωB97M-V/def2-TZVPD.

Values from the calculation:
LUMO in hartree: 0.0270
HOMO in eV: -8.94

XYZ file:
```
14
C3H9NS | the Open Molecules 2025 dataset | ωB97M-V/def2-TZVPD
C 0.7947 -0.2519 -0.5273
C -0.1827 0.9514 -0.1998
C -1.4497 0.6251 0.5250
H 2.2699 -0.5869 1.0713
H 2.0538 -1.6924 -0.3874
H 0.4140 -1.1883 -1.1434
H 1.3570 0.4318 -1.2464
H -0.2040 1.6494 -1.0648
H 0.6119 1.7506 0.4147
H -1.9749 1.5300 0.6179
H -1.1205 0.2802 1.6295
H -1.4834 -1.6326 -0.1881
N 1.4362 -1.0917 0.5742
S -2.5224 -0.7747 -0.0754
```

Here are the Löwdin charges for atoms 1 to 2, given in e: number 1, C, carries -0.3977; number 2, C, carries -0.3145

***

ii.
A 2-piece molecular cluster, C3H9NS overall. Source: the Open Molecules 2025 dataset; level of theory: ωB97M-V/def2-TZVPD.

Values from the calculation:
LUMO in hartree: -0.1101
HOMO in eV: -8.73

XYZ file:
```
14
C3H9NS | the Open Molecules 2025 dataset | ωB97M-V/def2-TZVPD
C 1.8023 -0.7412 0.5496
N 0.3743 -0.6459 0.3411
C -0.1463 -0.0078 -0.8377
C -1.5873 0.3989 -0.7327
S -1.5052 1.6573 2.0013
H 2.3815 0.1871 0.4785
H 2.2860 -1.5156 -0.0532
H 1.8789 -1.0719 1.5839
H -0.1103 -0.3022 1.1627
H 0.4081 0.9491 -0.9620
H 0.0547 -0.5762 -1.7532
H -1.8685 1.1889 -1.4040
H -2.2991 -0.4215 -0.6442
H -1.6691 0.9010 0.2699
```

Here are the Löwdin charges for atoms 1 to 2, given in e: number 1, C, carries -0.1334; number 2, N, carries -0.1536

***

Result of the stability comparison: ii is the least stable of them.

***

i.
A 2-piece molecular cluster, C3H9NS overall. Source: the Open Molecules 2025 dataset; level of theory: ωB97M-V/def2-TZVPD.

Values from the calculation:
LUMO in hartree: 0.0379
HOMO in eV: -8.56
Structure (SMILES): C=CN.CS

XYZ file:
```
14
C3H9NS | the Open Molecules 2025 dataset | ωB97M-V/def2-TZVPD
C -1.1486 1.2104 0.8861
C -1.5966 -0.0298 1.0171
N -2.7023 -0.5951 0.3971
H -1.6954 1.9733 0.3491
H -0.2400 1.4861 1.3996
H -1.0145 -0.7463 1.5857
H -3.3447 0.0435 -0.0477
H -3.2051 -1.2695 0.9516
C 2.7458 -0.6737 -1.3563
S 2.5645 0.7851 -0.2982
H 3.6533 -0.5206 -1.9342
H 2.8136 -1.6053 -0.8027
H 1.9209 -0.7249 -2.0597
H 1.2492 0.6668 -0.0874
```

Here are the Löwdin charges for atoms 1 to 2, given in e: number 1, C, carries -0.0495; number 2, C, carries -0.3122

***

ii.
One molecule with the formula C3H9NS. Source: the Open Molecules 2025 dataset; level of theory: ωB97M-V/def2-TZVPD.

Values from the calculation:
LUMO in hartree: 0.0382
HOMO in eV: -9.05
Structure (SMILES): CNCCS

XYZ file:
```
14
C3H9NS | the Open Molecules 2025 dataset | ωB97M-V/def2-TZVPD
C 2.0130 -0.7127 -0.1183
N 0.5772 -0.9057 -0.2492
C -0.1285 0.3943 -0.2414
C -1.5418 0.2088 0.2267
S -2.5650 1.7492 0.3156
H 2.2297 -0.4135 0.9075
H 2.5011 0.0014 -0.8014
H 2.5859 -1.6266 -0.2867
H 0.4537 -1.3682 -1.1437
H 0.4300 0.9853 0.4942
H 0.0246 0.8693 -1.2135
H -2.0609 -0.3386 -0.5712
H -1.6094 -0.4361 1.0968
H -2.9097 1.5932 1.5847
```

Here are the Löwdin charges for atoms 1 to 2, given in e: number 1, C, carries -0.1660; number 2, N, carries -0.1361

***

Result of the stability comparison: i is the least stable of them.

***

i.
A 2-piece molecular cluster, C3H9NO3 overall. Source: the Open Molecules 2025 dataset; level of theory: ωB97M-V/def2-TZVPD.

Values from the calculation:
Total charge: +1
⟨S²⟩: 0.757
LUMO (spin up / spin down) in hartree: -0.1350 / -0.3348
HOMO (spin up / spin down) in eV: -14.58 / -14.58
2S+1: 2

XYZ file:
```
16
C3H9NO3 | the Open Molecules 2025 dataset | ωB97M-V/def2-TZVPD
C 2.0179 -0.5714 -0.1507
N 0.7516 -0.7903 0.4673
C -0.5331 -0.4916 -0.0287
O -1.2521 -0.0821 1.0438
O -0.8130 -0.2520 -1.1564
C 2.5732 0.8319 0.2337
H 1.8730 -0.5442 -1.2255
H 2.7732 -1.3061 0.1387
H 0.6846 -1.0477 1.4592
H -1.9535 0.4543 0.5995
H 3.1237 1.2274 -0.6139
H 1.7174 1.5150 0.2884
H 3.1173 0.8971 1.1644
H -4.9919 -0.2818 -0.1009
H -4.4704 0.0386 -1.4920
O -4.6179 0.4027 -0.6270
```

Here are the Löwdin charges for atoms 1 to 2, given in e: number 1, C, carries -0.1276; number 2, N, carries 0.2616

***

ii.
A 2-piece molecular cluster, C3H9NO3 overall. Source: the Open Molecules 2025 dataset; level of theory: ωB97M-V/def2-TZVPD.

Values from the calculation:
Total charge: +1
⟨S²⟩: 0.760
LUMO (spin up / spin down) in hartree: -0.1766 / -0.3234
HOMO (spin up / spin down) in eV: -14.42 / -14.42
2S+1: 2

XYZ file:
```
16
C3H9NO3 | the Open Molecules 2025 dataset | ωB97M-V/def2-TZVPD
O -1.4277 -0.7096 -0.4147
C -0.8066 -0.5709 -1.4091
C 0.4168 0.4613 -1.5319
N 1.2619 -0.0387 -0.5481
C 1.1730 0.5124 0.8152
O 0.9488 1.9008 0.7904
H -0.9047 -1.3049 -2.2276
H 0.0384 1.4744 -1.3921
H 0.7657 0.3518 -2.5535
H 2.2280 -0.1713 -0.8286
H 0.4307 -0.0344 1.4027
H 2.1718 0.4845 1.2517
H 0.0400 2.1111 0.9648
H -2.1691 -0.7549 1.6466
H -1.7421 -2.1744 1.8947
O -2.4248 -1.5372 2.1394
```

Here are the Löwdin charges for atoms 1 to 2, given in e: number 1, O, carries 0.1696; number 2, C, carries -0.0870

***

iii.
A 2-piece molecular cluster, C3H9NO3 overall. Source: the Open Molecules 2025 dataset; level of theory: ωB97M-V/def2-TZVPD.

Values from the calculation:
Total charge: +1
⟨S²⟩: 0.756
LUMO (spin up / spin down) in hartree: -0.1426 / -0.3327
HOMO (spin up / spin down) in eV: -14.70 / -14.57
2S+1: 2

XYZ file:
```
16
C3H9NO3 | the Open Molecules 2025 dataset | ωB97M-V/def2-TZVPD
C -0.3642 -0.0779 0.4718
C -0.6015 1.4281 0.5520
O -1.7501 1.7974 1.3366
C -0.8573 -0.6600 -0.8551
N -0.0328 -0.6630 -1.8811
O -2.0287 -1.0174 -0.9844
H -0.9917 -0.4809 1.2505
H 0.6866 -0.3794 0.6064
H 0.2723 1.8619 1.0381
H -0.8560 1.8929 -0.4007
H -2.2758 1.0210 1.4427
H -0.4469 -0.8001 -2.7924
H 0.9186 -0.3552 -1.7417
H 2.5713 -1.9177 0.7045
H 3.3039 -0.6591 0.7613
O 2.4524 -0.9906 0.4915
```

Here are the Löwdin charges for atoms 1 to 2, given in e: number 1, C, carries -0.0308; number 2, C, carries -0.1840

***

Result of the stability comparison: ii is the least stable of them.